Molecular formula: C25H59Br2N5O2
Method: DFT, the ωB97M-V functional and the def2-TZVPD basis

Properties
* total charge: +2
* highest occupied orbital energy: -7.5 eV
* LUMO: -5.2 eV
* energy: -178490.5132 eV
* relative energy (zero: lowest compared OMol25 entry of this formula, charge and spin): 423.37 kJ/mol
* orbital gap: 2.27 eV

```
93
Properties=species:S:1:pos:R:3:mulliken_charge:R:1
C -2.433 -0.670 2.095 -1.06
C -2.731 -2.106 2.499 -0.55
N -1.710 -3.115 2.379 0.20
C -1.578 -4.122 1.432 -0.31
C -0.493 -4.886 1.777 -0.51
N 0.216 -4.205 2.699 0.14
C -0.570 -3.159 3.183 -0.13
C 1.477 -4.623 3.163 -0.89
H -1.647 -0.272 2.737 0.33
H -3.340 -0.066 2.095 0.36
H -1.899 -0.563 1.150 0.31
H -3.479 -2.479 1.800 0.30
H -3.182 -2.207 3.486 0.38
H -2.255 -4.322 0.615 0.42
H -0.114 -5.826 1.404 0.51
H -0.355 -2.403 3.925 0.36
H 2.290 -4.630 2.438 0.39
H 1.278 -5.583 3.641 0.41
H 1.854 -3.913 3.899 0.30
C 1.071 5.070 5.836 -1.13
C -0.059 4.487 4.930 -0.52
C -0.445 5.455 3.753 -0.69
C -1.104 6.846 4.079 -0.67
N -1.746 7.569 2.916 0.11
C -2.533 8.780 3.353 -0.56
C -3.557 9.042 2.214 -0.78
C -4.021 7.651 1.863 -0.44
C -2.887 6.678 2.236 -0.62
C -0.805 7.999 1.754 -0.95
H 0.710 6.055 6.133 0.31
H 2.060 5.067 5.378 0.30
H 1.183 4.574 6.800 0.36
H -0.935 4.098 5.450 0.36
H 0.293 3.677 4.292 0.30
H -0.974 4.788 3.072 0.37
H 0.479 5.545 3.183 0.37
H -0.390 7.582 4.449 0.56
H -1.917 6.738 4.798 0.25
H -1.786 9.558 3.512 0.44
H -3.021 8.471 4.277 0.44
H -3.205 9.562 1.323 0.34
H -4.325 9.693 2.631 0.40
H -4.137 7.652 0.780 0.25
H -5.001 7.459 2.300 0.36
H -2.492 6.103 1.398 0.36
H -3.267 6.003 3.003 0.37
H -0.014 8.644 2.138 0.34
H -1.364 8.494 0.959 0.40
H -0.448 7.070 1.310 0.36
C 0.442 -5.506 -4.869 -0.96
N -0.138 -6.864 -5.297 0.02
C -0.237 -7.852 -4.146 -0.86
C -1.543 -6.584 -5.812 -0.93
C 0.730 -7.499 -6.463 -0.44
C 0.201 -8.739 -7.266 -0.64
O 0.073 -9.888 -6.497 -0.49
H -0.243 -5.077 -4.137 0.36
H 0.330 -4.863 -5.742 0.39
H 1.398 -5.739 -4.401 0.41
H 0.793 -8.093 -3.880 0.40
H -0.857 -8.724 -4.354 0.34
H -0.710 -7.444 -3.253 0.39
H -2.142 -7.495 -5.830 0.39
H -1.469 -6.224 -6.839 0.38
H -2.075 -5.918 -5.133 0.36
H 1.721 -7.798 -6.123 0.40
H 0.869 -6.699 -7.191 0.40
H 0.776 -8.930 -8.172 0.43
H -0.793 -8.531 -7.662 0.29
H 0.896 -10.379 -6.444 0.35
C 2.320 -0.544 -1.917 -0.90
N 2.557 0.984 -1.905 -0.15
C 2.631 1.519 -3.379 -0.92
C 1.347 1.645 -1.219 -0.87
C 3.841 1.521 -1.255 -0.53
C 4.035 0.984 0.228 -0.43
O 3.245 1.852 1.064 -0.45
H 2.264 -0.878 -0.881 0.38
H 3.087 -1.101 -2.453 0.37
H 1.357 -0.652 -2.417 0.41
H 1.669 1.218 -3.792 0.40
H 3.418 0.918 -3.834 0.43
H 2.698 2.607 -3.372 0.37
H 1.458 2.727 -1.277 0.36
H 1.314 1.259 -0.200 0.43
H 0.403 1.306 -1.645 0.37
H 3.969 2.601 -1.328 0.49
H 4.689 1.134 -1.821 0.41
H 5.083 0.932 0.523 0.33
H 3.594 0.006 0.419 0.17
H 3.736 2.673 0.982 0.33
Br 6.293 -4.708 -0.475 -0.96
Br 0.281 -10.415 2.931 -0.97
```